C17H19N2 | the ωB97M-V functional and the def2-TZVPD basis

Structure (XYZ):
```
38
Properties=species:S:1:pos:R:3:forces:R:3
C -1.89738 -1.31060 3.73937 -0.06 0.20 -0.32
C -2.03246 0.08419 3.82324 0.13 -0.09 -0.27
C -1.90382 0.87890 2.67752 0.04 -0.65 -0.02
C -1.66454 0.25963 1.43869 0.33 0.21 0.15
C -1.57188 1.05000 0.17465 0.27 0.46 -0.84
N -0.90579 0.59647 -0.84223 -0.83 -0.58 0.63
C -1.20539 1.19413 -2.13367 0.08 0.14 0.28
C -1.30701 2.70752 -2.07149 0.43 0.37 -0.18
C -2.22196 3.17919 -0.95532 -0.27 0.03 -0.03
N -2.24860 2.22607 0.14001 -0.25 -0.36 0.55
C -1.51638 -1.12978 1.35249 -0.02 0.04 0.40
C -1.64879 -1.91864 2.49878 0.10 0.39 0.10
H -1.98609 -1.92113 4.64066 -0.02 0.21 -0.31
H -2.22924 0.56318 4.78204 0.09 -0.19 -0.21
H -1.95325 1.96879 2.75508 -0.03 -0.41 0.05
H -0.39204 0.89831 -2.79664 -0.19 0.06 -0.29
H -2.15649 0.78651 -2.52395 0.34 -0.04 0.13
H -0.31348 3.13493 -1.90265 -0.02 -0.14 -0.12
H -1.67791 3.09108 -3.02415 0.12 0.07 0.05
H -1.86245 4.13278 -0.55505 -0.18 0.00 -0.20
H -3.23964 3.31624 -1.34275 0.14 0.02 0.20
H -2.73083 2.50098 0.98022 -0.09 -0.05 -0.19
H -1.28140 -1.56621 0.37885 -0.32 0.09 0.34
H -1.55167 -3.00156 2.41737 -0.03 0.28 0.11
C 1.53330 -1.02426 -0.51233 -0.43 0.13 0.39
C 2.57467 -0.77628 0.36796 0.60 0.10 0.17
C 3.93218 -1.02043 0.17552 0.12 -0.04 0.41
C 4.56850 -1.54278 -0.94964 0.17 -0.08 -0.21
C 3.97997 -2.17004 -2.04608 0.38 0.00 -0.03
C 2.62679 -2.41210 -2.27105 -0.24 -0.36 -0.15
C 1.52725 -1.87885 -1.60347 0.26 -0.20 -0.40
H 0.57811 -0.52747 -0.29306 0.03 -0.31 -0.07
H 2.30330 -0.30881 1.32122 0.07 -0.03 -0.42
H 4.59103 -0.74241 1.00628 -0.23 0.02 -0.36
H 5.66567 -1.50572 -0.94705 -0.49 -0.06 0.03
H 4.67248 -2.56998 -2.79954 -0.32 0.14 0.38
H 2.40056 -3.08870 -3.10226 0.07 0.35 0.19
H 0.54469 -2.15315 -1.99757 0.24 0.25 0.05
```
Forces are in eV/Å.

The calculation puts the total energy at -20909.8054 eV. The spin multiplicity is 1. The highest occupied orbital energy comes out at -11.1 eV. The relative energy (zero: lowest compared OMol25 entry of this formula, charge and spin) is 217.42 kJ/mol. Its total charge is +1. For the orbital gap, the calculation gives 6.30 eV.